No. 1
Computed, not measured: one molecule with the formula C2H4N4, with ωB97M-V with the def2-TZVPD basis set.

HOMO-LUMO gap ... 10.072 eV
Relative energy (zero: lowest compared OMol25 entry of this formula, charge and spin) ... 3.135 eV
Structure (SMILES) ... [H]/N=N/[C@@H]1N=C1N
Maximum force ... 0.7 eV/A
E_LUMO ... 0.6 eV

```
10
Properties=species:S:1:pos:R:3:forces:R:3:lowdin_charge:R:1
N -1.60854 -0.79454 0.15095 0.16 -0.15 0.13 0.148
C -0.30577 -0.68951 -0.19249 0.12 -0.54 -0.23 -0.437
N 0.49611 -1.00720 -1.11713 -0.38 0.17 0.17 0.186
C 1.07739 -0.41450 0.13282 0.12 -0.02 0.28 -0.291
N 1.49197 0.98071 0.12112 -0.57 0.20 -0.28 -0.031
N 0.49151 1.70872 0.03198 0.60 0.02 -0.09 0.059
H -2.05024 -0.04129 0.65333 0.24 -0.14 0.06 0.096
H -2.20911 -1.37286 -0.41672 0.11 0.24 -0.18 0.100
H 1.78802 -1.04580 0.67544 -0.42 0.18 0.03 0.112
H 0.82864 2.67627 -0.03929 0.00 0.03 0.11 0.060
```
Forces are in eV/Å.

---

No. 2
Computed, not measured: C2H4N4 as an isolated structure, with ωB97M-V with the def2-TZVPD basis set.

HOMO-LUMO gap ... 10.633 eV
Relative energy (zero: lowest compared OMol25 entry of this formula, charge and spin) ... 4.418 eV
Maximum force ... 0.4 eV/A
E_LUMO ... -0.2 eV

```
10
Properties=species:S:1:pos:R:3:forces:R:3:lowdin_charge:R:1
C -1.14283 0.03846 0.29615 -0.38 -0.10 0.15 0.069
N 0.13015 -0.15820 -1.07961 0.03 0.07 0.01 -0.034
C 0.61302 0.66811 -0.08123 0.23 0.15 -0.02 -0.329
N 1.63501 0.07736 0.56125 -0.17 0.06 -0.06 0.012
N 1.75223 -1.09636 -0.01427 -0.07 -0.05 0.00 -0.035
N 0.85325 -1.26926 -0.96006 -0.03 -0.02 0.05 -0.053
H -0.99492 0.25513 1.35542 0.11 -0.02 -0.18 0.079
H -1.45572 -0.99067 0.15253 0.13 0.14 0.00 0.079
H -1.82129 0.74196 -0.17917 0.22 -0.11 0.03 0.079
H 0.43110 1.73346 -0.05103 -0.06 -0.13 0.03 0.134
```
Forces are in eV/Å.

---

No. 3
Computed, not measured: one molecule with the formula C2H4N4, with ωB97M-V with the def2-TZVPD basis set.

HOMO-LUMO gap ... 9.909 eV
Relative energy (zero: lowest compared OMol25 entry of this formula, charge and spin) ... 0.174 eV
Structure (SMILES) ... Nc1nc[nH]n1
Maximum force ... 0.4 eV/A
E_LUMO ... 1.0 eV

```
10
Properties=species:S:1:pos:R:3:forces:R:3:lowdin_charge:R:1
N -0.78933 1.33277 -1.25661 0.00 -0.13 0.01 0.101
C -0.30156 0.37213 -0.37592 0.11 0.03 0.17 -0.495
N -0.03210 0.73262 0.86408 -0.01 -0.08 -0.22 0.078
N 0.48997 -0.39687 1.38668 -0.13 -0.24 0.09 -0.017
C 0.46174 -1.39056 0.47858 0.03 0.15 0.15 -0.192
N -0.02372 -0.94286 -0.66311 0.02 0.35 0.16 0.105
H -1.15527 1.00168 -2.13319 0.22 -0.24 0.00 0.078
H -0.14344 2.09959 -1.36966 -0.18 0.05 -0.03 0.082
H 0.64051 -0.42388 2.38261 0.20 -0.17 -0.18 0.144
H 0.85321 -2.38462 0.68652 -0.28 0.29 -0.13 0.118
```
Forces are in eV/Å.

---

No. 4
Computed, not measured: one molecule with the formula C2H4N4, with ωB97M-V with the def2-TZVPD basis set.

HOMO-LUMO gap ... 8.203 eV
Relative energy (zero: lowest compared OMol25 entry of this formula, charge and spin) ... 4.052 eV
Maximum force ... 0.7 eV/A
E_LUMO ... 0.4 eV

```
10
Properties=species:S:1:pos:R:3:forces:R:3:lowdin_charge:R:1
C 1.31082 -0.54508 -1.08214 0.01 0.32 0.17 -0.008
N 0.28288 -0.17462 -0.35513 0.19 0.15 0.46 -0.199
N -0.71457 -0.95850 -0.00124 0.18 0.12 0.21 0.061
C -1.44440 -0.26131 0.89877 -0.20 0.12 0.01 -0.241
N -1.05308 0.95619 1.14359 -0.02 -0.38 0.10 -0.012
N 0.17547 1.04731 0.60190 0.00 -0.24 -0.71 0.047
H 1.62105 -1.58814 -1.08374 -0.53 0.29 -0.21 0.066
H 0.33379 1.99255 0.23367 0.15 -0.53 -0.41 0.130
H 1.85422 0.20028 -1.64352 0.12 0.10 0.41 0.053
H -2.36620 -0.66867 1.28782 0.11 0.05 -0.02 0.102
```
Forces are in eV/Å.

---

No. 5
Computed, not measured: one molecule with the formula C2H4N4 at a distorted geometry, with ωB97M-V with the def2-TZVPD basis set.

HOMO-LUMO gap ... 9.770 eV
Relative energy (zero: lowest compared OMol25 entry of this formula, charge and spin) ... 0.906 eV
Structure (SMILES) ... Nc1nc[nH]n1
Maximum force ... 6.3 eV/A
E_LUMO ... 1.0 eV

```
10
Properties=species:S:1:pos:R:3:forces:R:3:lowdin_charge:R:1
N 1.93463 -0.04203 -0.35983 0.36 0.24 0.16 0.118
C 0.59001 -0.03762 -0.10864 0.29 -0.71 -0.34 -0.505
N -0.09045 -1.18077 -0.02913 1.07 0.86 -0.35 0.068
N -1.29217 -0.70539 0.28247 -6.12 0.73 -1.28 -0.081
C -1.35508 0.64767 0.19438 2.10 0.57 1.10 -0.203
N -0.13766 1.11088 0.00951 -0.04 0.23 -0.07 0.112
H 2.41870 0.78413 -0.03859 -0.03 -0.14 -0.07 0.089
H 2.39428 -0.91282 -0.13091 -0.07 0.18 -0.05 0.092
H -2.22922 -0.88992 -0.24992 2.21 -1.60 1.20 0.187
H -2.23746 1.24354 0.43156 0.22 -0.36 -0.31 0.122
```
Forces are in eV/Å.

---

No. 6
Computed, not measured: C2H4N4 as an isolated structure, with ωB97M-V with the def2-TZVPD basis set.

HOMO-LUMO gap ... 9.952 eV
Relative energy (zero: lowest compared OMol25 entry of this formula, charge and spin) ... 5.108 eV
Maximum force ... 0.3 eV/A
E_LUMO ... 0.3 eV

```
10
Properties=species:S:1:pos:R:3:forces:R:3:lowdin_charge:R:1
C 0.56658 0.55021 -1.35220 0.04 0.07 -0.09 0.003
N 0.05113 0.04506 -0.08918 -0.13 0.00 0.02 -0.268
N 0.83993 -0.51360 0.81223 -0.17 -0.03 0.02 0.059
C -0.01572 -1.03992 1.72332 0.21 -0.06 -0.25 -0.211
N -1.30499 -0.68792 1.28711 0.00 -0.04 0.05 -0.070
N -1.21503 0.05263 0.16945 0.29 -0.06 0.01 0.069
H 1.51576 1.04697 -1.15490 -0.13 -0.07 -0.02 0.091
H -0.16605 1.23984 -1.76896 0.10 -0.10 0.07 0.089
H 0.72125 -0.29282 -2.02801 -0.01 0.11 0.09 0.096
H -0.99286 -0.40045 2.40114 -0.18 0.17 0.12 0.140
```
Forces are in eV/Å.

---

No. 7
Computed, not measured: one molecule with the formula C2H4N4 at a distorted geometry, with ωB97M-V with the def2-TZVPD basis set.

HOMO-LUMO gap ... 10.884 eV
Relative energy (zero: lowest compared OMol25 entry of this formula, charge and spin) ... 3.080 eV
Structure (SMILES) ... Cn1cnnn1
Maximum force ... 2.9 eV/A
E_LUMO ... 0.7 eV

```
10
Properties=species:S:1:pos:R:3:forces:R:3:lowdin_charge:R:1
C -1.35631 -0.19284 0.20195 0.03 0.32 -0.07 -0.051
N -0.00710 -0.05667 -0.37088 0.52 0.71 0.23 -0.181
C 1.00836 0.92284 0.03187 -0.56 -1.25 -0.56 -0.228
N 2.15188 0.41743 0.22631 -0.65 -1.82 -2.05 0.084
N 1.83911 -1.18501 -0.39532 0.19 2.33 1.72 0.074
N 0.63333 -1.22159 -0.56781 0.43 -0.09 0.03 -0.070
H -1.31503 -0.36279 1.28680 0.06 0.07 -0.26 0.085
H -1.87705 -1.04187 -0.25969 0.35 0.35 -0.03 0.087
H -1.89722 0.72727 -0.00586 -0.13 -0.05 0.06 0.078
H 0.82004 1.99324 -0.14736 -0.24 -0.59 0.93 0.121
```
Forces are in eV/Å.

---

No. 8
Computed, not measured: a 2-piece molecular cluster, C2H4N4 overall at a distorted geometry, with ωB97M-V with the def2-TZVPD basis set.

HOMO-LUMO gap (spin up / spin down) ... 8.504 / 8.497 eV
Spin multiplicity ... 3
Relative energy (zero: lowest compared OMol25 entry of this formula, charge and spin) ... 1.256 eV
Maximum force ... 5.9 eV/A
E_LUMO (spin up / spin down) ... 1.1 / -1.6 eV

```
10
Properties=species:S:1:pos:R:3:forces:R:3:lowdin_charge:R:1
C 0.19961 -0.90298 0.56650 -1.92 -3.64 4.28 -0.354
C -0.80483 1.93479 -1.39102 0.38 -1.13 -0.48 -0.096
N 0.90023 1.05824 1.82178 -0.29 1.57 1.58 0.060
N 0.15119 0.34101 1.14862 -0.12 -0.12 -2.85 -0.072
N 0.18853 -1.37833 -0.58878 0.21 0.59 -1.99 0.075
N -0.51638 0.93845 -1.94571 -0.54 0.72 -0.96 -0.005
H -0.09735 -1.66291 1.43195 0.92 0.97 -1.15 0.129
H 0.40889 1.83532 2.34094 0.91 -0.92 -0.59 0.103
H 0.00201 -2.39850 -0.69015 0.40 1.17 0.86 0.076
H -0.43190 0.23490 -2.69414 0.06 0.78 1.32 0.083
```
Forces are in eV/Å.

---

No. 9
Computed, not measured: one molecule with the formula C2H4N4O at a distorted geometry, with ωB97M-V with the def2-TZVPD basis set.

HOMO-LUMO gap ... 9.786 eV
Relative energy (zero: lowest compared OMol25 entry of this formula, charge and spin) ... 1.234 eV
Structure (SMILES) ... Nc1nc(=O)[nH][nH]1
Maximum force ... 4.8 eV/A
E_LUMO ... 0.3 eV

```
11
Properties=species:S:1:pos:R:3:forces:R:3:lowdin_charge:R:1
C -0.00728 0.58701 0.04320 1.69 -0.05 0.45 -0.472
C 0.98248 -1.06885 -0.69709 0.40 -2.27 -2.98 -0.652
H -0.95453 2.10153 1.04501 0.57 -0.50 -0.87 0.112
H 0.60605 2.60218 0.35225 -2.87 -3.02 -0.44 0.199
H -0.11134 -2.24796 0.45666 -0.47 0.46 -1.41 0.154
H -1.92176 -0.30998 0.26126 1.66 -0.05 -0.09 0.162
N -0.26007 1.85852 0.31906 1.43 4.34 1.43 0.125
N 1.15749 0.21515 -0.49472 -2.29 2.98 1.80 0.185
N -0.30950 -1.55554 -0.31805 -0.57 -0.85 2.87 0.078
N -0.88583 -0.42667 0.39936 -0.36 0.26 -1.01 0.047
O 1.70431 -1.75539 -1.36693 0.81 -1.29 0.25 0.062
```
Forces are in eV/Å.

---

No. 10
Computed, not measured: one molecule with the formula C2H4N4O at a distorted geometry, with ωB97M-V with the def2-TZVPD basis set.

HOMO-LUMO gap ... 8.952 eV
Relative energy (zero: lowest compared OMol25 entry of this formula, charge and spin) ... 1.896 eV
Structure (SMILES) ... Nc1nnc(O)[nH]1
Maximum force ... 6.2 eV/A
E_LUMO ... 0.6 eV

```
11
Properties=species:S:1:pos:R:3:forces:R:3:lowdin_charge:R:1
C -0.76689 0.10341 -0.10962 -3.04 -2.80 0.60 -0.481
C 1.34001 0.19450 -0.05003 -0.13 2.09 1.53 -0.504
H -2.60690 -1.14799 -0.31348 1.90 3.87 1.81 0.170
H -2.73526 0.59135 0.19003 0.05 0.45 -0.29 0.055
H 3.14476 0.43899 0.20756 1.77 2.11 0.34 0.085
H 0.42925 -1.73970 -0.08620 0.17 0.55 0.01 0.167
N -2.12092 -0.19633 0.20412 -0.49 -5.82 -2.07 0.060
N -0.50549 1.31770 -0.12480 1.80 2.57 0.59 0.037
N 0.86390 1.43061 0.07420 1.99 -1.27 -1.53 0.070
N 0.38488 -0.72638 -0.05664 -3.47 0.00 -0.53 0.205
O 2.57266 -0.26617 0.06486 -0.56 -1.75 -0.46 0.136
```
Forces are in eV/Å.